[1]
Density functional theory data (wB97M-V/def2-TZVPD) for C3H6N2O2 as an isolated structure at a distorted geometry.

```
13
Properties=species:S:1:pos:R:3
C -1.5175 1.2536 0.2497
C -1.7603 -0.0927 0.0759
C 2.6288 -0.9228 0.0749
N -0.1279 0.9678 -0.1981
N -0.4942 -0.4554 -0.2297
O -2.8252 -0.8775 0.2374
O 2.6982 0.2409 0.3686
H -2.0298 2.1758 0.0920
H 1.7060 -1.3606 -0.3326
H 3.4783 -1.6070 0.2243
H 0.6575 1.1615 0.4381
H -2.5463 -1.7941 0.1263
H 0.1325 1.3105 -1.1268
```

Results
Total energy ... -377.75073 Ha
Energy relative to the best compared isomer or geometry (same formula, charge and spin) ... 547.7 kJ/mol
HOMO level ... -7.349 eV
LUMO level ... 0.814 eV

Charge distribution, natural (NBO) scheme, values in e: -0.4160, 0.4693, 0.2882, -0.3887, -0.5345, -0.6459, -0.5441, 0.2031, 0.1523, 0.1023, 0.4261, 0.4918, 0.3960

---

[2]
Density functional theory data (wB97M-V/def2-TZVPD) for C16H17IMnN2O6PS2 as an isolated structure at a distorted geometry.

```
46
Properties=species:S:1:pos:R:3
Mn 0.0622 -0.1571 -0.3893
C 4.1952 4.5850 -0.2469
C 3.2957 4.1705 0.9003
O 3.1644 2.7490 1.0090
P 2.1669 1.9610 -0.0360
S 0.0846 1.8840 -1.0294
S 1.8315 0.2305 0.9861
O 3.2328 1.5894 -1.2086
C 3.0352 2.0174 -2.5580
C 2.7817 0.8244 -3.4476
H 4.3219 5.6699 -0.2492
H 3.7716 4.2898 -1.2067
H 5.1746 4.1148 -0.1526
H 2.3058 4.6247 0.7985
H 3.7158 4.4938 1.8516
H 3.9483 2.5372 -2.8599
H 2.2064 2.7257 -2.6153
H 3.6278 0.1367 -3.4094
H 2.6428 1.1536 -4.4793
H 1.8818 0.2950 -3.1286
O -6.0538 0.0105 2.9292
C -5.4917 -0.9772 2.4214
O -5.8274 -2.1772 2.3865
C -4.1647 -0.6832 1.7523
C -3.1793 0.0478 2.4116
C -1.9548 0.2554 1.8142
N -1.6795 -0.2029 0.5930
C -2.6319 -0.8763 -0.0791
C -3.8617 -1.1495 0.4685
C -2.2161 -1.3309 -1.4519
O -2.8718 -2.1131 -2.1053
O -1.0675 -0.8188 -1.8135
H -3.3801 0.4412 3.3986
H -1.1565 0.7971 2.3076
H -4.5740 -1.7389 -0.0917
I -1.6139 -3.6807 3.7059
C -0.9430 -3.5639 1.7555
C -1.3313 -4.4905 0.8033
C -0.8639 -4.3423 -0.4923
C -0.0826 -3.2485 -0.8008
N 0.2650 -2.3262 0.1038
C -0.1275 -2.5122 1.3711
H -1.9916 -5.3062 1.0655
H -1.1316 -5.0469 -1.2662
H 0.2599 -3.0738 -1.8111
H 0.2242 -1.7884 2.0953
```

Results
Total energy ... -3767.44710 Ha
Net charge ... -1
Spin multiplicity ... 2
Energy relative to the best compared isomer or geometry (same formula, charge and spin) ... 78.1 kJ/mol
HOMO level (alpha / beta) ... -5.159 / -5.121 eV
LUMO level (alpha / beta) ... 1.650 / 1.663 eV

Charge distribution, natural (NBO) scheme, values in e: 0.7675, -0.6332, -0.0682, -0.7969, 1.5379, -0.3269, -0.5194, -0.8367, -0.0651, -0.6274, 0.2115, 0.2074, 0.2164, 0.1776, 0.1896, 0.1724, 0.1935, 0.2084, 0.2094, 0.2274, -0.7403, 0.7190, -0.7388, -0.0082, -0.2313, 0.0377, -0.4858, 0.0685, -0.1967, 0.7425, -0.6393, -0.7722, 0.2350, 0.2060, 0.2548, 0.1927, -0.2054, -0.1709, -0.2363, 0.0771, -0.4865, 0.0275, 0.2328, 0.2309, 0.2201, 0.2217

---

[3]
Density functional theory data (wB97M-V/def2-TZVPD) for C36H54CdN5O4P2 as an isolated structure at a distorted geometry.

```
102
Properties=species:S:1:pos:R:3
Cd 0.4711 -0.5425 -0.7369
C -1.7278 4.3678 -1.2169
C -1.5823 3.0282 -1.9380
C -2.8214 2.1914 -1.6298
P -0.0123 2.0482 -1.5507
C 1.1441 2.9112 -2.7625
C 1.3792 4.4215 -2.7516
C 2.4870 2.1858 -2.8852
C 0.1359 2.5353 0.2203
C 0.6593 3.7364 0.6867
C 0.4239 4.1904 1.9781
C -0.4756 3.4805 2.7657
C -0.9752 2.2626 2.3508
C -0.5769 1.6666 1.1277
N -0.8894 0.4021 0.7459
C -1.2823 -0.6408 1.5740
C -1.0877 -0.7350 2.9622
C -1.3669 -1.9050 3.6480
C -1.8456 -3.0271 2.9908
C -2.1014 -2.9459 1.6293
C -1.8711 -1.7729 0.9314
P -2.3909 -1.4806 -0.8016
C -4.2137 -1.1169 -0.3971
C -4.3057 -0.0563 0.7045
C -5.0630 -2.3161 0.0165
C -2.5902 -3.1595 -1.6040
C -3.3007 -2.9390 -2.9422
C -1.2256 -3.7894 -1.8533
H -2.6082 4.8931 -1.5995
H -0.8632 5.0163 -1.3391
H -1.8699 4.2082 -0.1475
H -1.5267 3.1892 -3.0181
H -2.9398 2.1087 -0.5499
H -2.7435 1.1860 -2.0410
H -3.7195 2.6712 -2.0304
H 0.5808 2.6737 -3.6720
H 1.8954 4.7538 -1.8508
H 0.4540 4.9852 -2.8604
H 2.0188 4.6778 -3.6010
H 3.2017 2.5343 -2.1412
H 2.3710 1.1072 -2.7767
H 2.9193 2.3673 -3.8724
H 1.2483 4.3525 0.0194
H 0.8607 5.1176 2.3268
H -0.7890 3.8847 3.7218
H -1.7078 1.7577 2.9651
H -0.6379 0.0817 3.5043
H -1.1882 -1.9425 4.7170
H -2.0191 -3.9502 3.5296
H -2.4744 -3.8228 1.1149
H -4.6270 -0.6928 -1.3191
H -4.1279 -0.5111 1.6804
H -5.3002 0.3980 0.7118
H -3.5662 0.7301 0.5707
H -4.6028 -2.8418 0.8544
H -5.2233 -3.0211 -0.7991
H -6.0432 -1.9591 0.3452
H -3.1881 -3.8205 -0.9708
H -2.7157 -2.2483 -3.5552
H -4.3032 -2.5217 -2.8207
H -3.3838 -3.8834 -3.4850
H -0.6462 -3.1811 -2.5519
H -1.3376 -4.7915 -2.2791
H -0.6467 -3.8717 -0.9357
C 4.9791 -0.8179 -0.1516
C 3.4815 -0.9320 -0.1500
N 2.7152 0.0919 -0.1700
O 3.3427 1.3341 -0.0982
C 2.8471 -2.2336 -0.0142
C 3.6208 -3.4921 0.2457
N 1.5391 -2.2893 0.0346
O 1.0016 -3.3947 0.3916
H 5.2588 0.2183 -0.3210
H 5.3997 -1.4347 -0.9451
H 5.3920 -1.1420 0.8052
H 2.5847 1.9281 -0.0090
H 4.6951 -3.3417 0.1830
H 3.3157 -4.2534 -0.4752
H 3.3588 -3.8761 1.2358
N -1.1550 0.2869 -4.1664
C -0.0962 -0.3172 -4.9637
C 1.0739 -0.9011 -4.1096
O 2.1101 -1.1291 -4.7308
O 0.8596 -1.1750 -2.8796
H -1.2287 -0.2670 -3.3167
H -2.0465 0.2347 -4.6461
H 0.3320 0.4150 -5.6514
H -0.4614 -1.1621 -5.5638
C 3.9462 -0.4835 6.1984
C 3.2135 -0.3784 4.8895
C 3.0201 0.8393 4.2510
C 2.3329 0.8665 3.0441
N 1.8368 -0.2150 2.4584
C 2.0047 -1.3824 3.0773
C 2.6830 -1.5114 4.2788
H 4.3994 0.4670 6.4770
H 4.7301 -1.2397 6.1401
H 3.2586 -0.7817 6.9922
H 3.3918 1.7580 4.6885
H 2.1657 1.8077 2.5280
H 1.5622 -2.2479 2.5922
H 2.7897 -2.4845 4.7441
```

Results
Total energy ... -2829.37424 Ha
Net charge ... -1
Energy relative to the best compared isomer or geometry (same formula, charge and spin) ... 0.0 kJ/mol
HOMO level ... -4.239 eV
LUMO level ... 2.507 eV

Results of the Löwdin charge analysis, in e, for atoms 1 through 99: 1.3380, -0.1156, -0.5188, -0.1381, 1.0474, -0.5320, -0.1155, -0.1280, -0.3538, -0.1435, -0.1289, -0.1104, -0.0522, -0.3408, -0.1047, -0.3472, -0.0672, -0.1020, -0.1019, -0.1103, -0.3508, 1.0688, -0.5251, -0.1262, -0.1229, -0.5778, -0.1331, -0.1272, 0.0781, 0.0499, 0.0726, 0.0949, 0.0480, 0.0286, 0.0796, 0.0864, 0.0587, 0.0552, 0.0757, 0.0619, 0.0426, 0.0827, 0.0830, 0.0876, 0.0967, 0.0984, 0.0881, 0.0980, 0.0912, 0.0996, 0.0903, 0.0797, 0.0779, 0.0322, 0.0650, 0.0587, 0.0753, 0.0822, 0.0586, 0.0552, 0.0763, 0.0579, 0.0771, 0.0361, -0.0119, -0.3066, -0.0582, -0.0828, -0.3329, -0.0448, -0.2012, -0.1925, 0.0680, 0.0882, 0.0875, 0.0465, 0.0568, 0.0810, 0.0715, -0.0109, -0.2054, -0.7021, -0.0201, -0.2099, -0.0093, 0.0610, 0.0969, 0.1031, -0.0572, -0.2835, -0.0267, -0.1257, 0.0810, -0.1316, -0.0244, 0.0701, 0.0776, 0.0798, 0.1040